84
Properties=species:S:1:pos:R:3:lowdin_charge:R:1 method="wB97M-V/def2-TZVPD" homo_energy_ha=-0.364 total_charge=+1 spin_multiplicity=1
C 1.181 -4.557 2.170 -0.0926
C 1.410 -3.791 0.859 -0.2107
C 0.465 -2.613 0.581 -0.1223
N -1.000 -2.924 0.587 -0.0738
C -1.359 -4.245 0.012 -0.1014
C -2.903 -4.431 -0.011 -0.1610
N -3.366 -4.432 1.365 -0.0628
C -3.093 -3.172 2.019 -0.1803
C -1.630 -2.666 1.934 -0.0817
H 1.684 -5.527 2.130 0.0857
H 1.567 -4.025 3.043 0.0855
H 0.132 -4.789 2.378 0.0485
H 2.422 -3.377 0.915 0.1222
H 1.431 -4.454 -0.011 0.1100
H 0.696 -1.773 1.241 0.1265
H 0.700 -2.256 -0.429 0.1219
H -1.434 -2.224 -0.026 0.1762
H -0.958 -5.091 0.563 0.1256
H -1.008 -4.243 -1.026 0.1443
H -3.378 -3.598 -0.539 0.1302
H -3.069 -5.390 -0.500 0.1309
H -3.026 -5.232 1.884 0.1205
H -3.735 -2.412 1.556 0.1260
H -3.365 -3.204 3.076 0.1311
H -1.000 -2.997 2.758 0.1202
H -1.673 -1.573 2.010 0.1321
O -0.937 -0.749 -2.586 -0.3486
P -0.334 -0.501 -3.981 0.7382
N 0.475 0.936 -3.454 -0.3082
C 0.713 2.148 -4.207 -0.1204
C 1.533 0.742 -2.467 -0.1419
N -1.820 -0.187 -4.809 -0.3469
C -2.436 1.130 -4.741 -0.1218
C -2.834 -1.213 -4.574 -0.1520
N 0.536 -0.465 -5.476 -0.3150
C 1.929 -0.902 -5.439 -0.1253
C 0.124 0.084 -6.753 -0.0998
H 1.554 2.063 -4.911 0.0811
H 0.948 2.965 -3.522 0.0903
H -0.162 2.477 -4.759 0.0540
H 2.487 0.480 -2.943 0.0741
H 1.274 -0.057 -1.771 0.0471
H 1.682 1.645 -1.870 0.0788
H -2.471 1.530 -3.720 0.0905
H -3.455 1.095 -5.129 0.0856
H -1.919 1.838 -5.391 0.0596
H -3.343 -1.081 -3.611 0.0729
H -2.387 -2.211 -4.587 0.0703
H -3.581 -1.190 -5.369 0.0836
H 2.614 -0.047 -5.441 0.0837
H 2.171 -1.541 -6.290 0.0855
H 2.128 -1.489 -4.540 0.0731
H 0.122 1.177 -6.738 0.0774
H -0.858 -0.267 -7.059 0.0841
H 0.809 -0.229 -7.545 0.0876
O 3.364 3.425 3.678 -0.2848
P 1.934 3.031 3.986 0.7187
N 1.658 2.100 2.558 -0.3031
C 0.429 1.957 1.820 -0.1294
C 2.475 0.903 2.427 -0.1465
N 1.260 4.624 3.902 -0.3494
C 0.832 5.174 2.626 -0.1299
C 2.055 5.620 4.624 -0.1412
N 0.510 2.477 4.794 -0.3196
C 0.547 1.127 5.346 -0.1353
C -0.789 3.113 4.872 -0.1097
H -0.280 1.250 2.290 0.0685
H 0.641 1.580 0.815 0.0726
H -0.086 2.903 1.670 0.0551
H 2.030 0.055 2.973 0.0621
H 3.478 1.066 2.821 0.0755
H 2.594 0.619 1.377 0.0728
H 1.572 5.025 1.829 0.0901
H 0.640 6.244 2.715 0.0834
H -0.126 4.748 2.317 0.0555
H 2.923 5.955 4.048 0.0811
H 2.415 5.215 5.572 0.0759
H 1.436 6.488 4.864 0.0816
H 0.015 0.415 4.700 0.0689
H 0.102 1.088 6.342 0.0824
H 1.577 0.779 5.450 0.0762
H -1.324 3.065 3.919 0.0751
H -0.724 4.151 5.188 0.0819
H -1.414 2.616 5.620 0.0830